(1)
15
Properties=species:S:1:pos:R:3:forces:R:3 method="wB97M-V/def2-TZVPD" lumo_ha=0.24142 total_charge=-2 e_homo_ev=-0.717 homo_lumo_gap_ev=7.29
C 1.771804 0.459641 -0.462922 -1.33 0.90 -0.37
C 0.794824 -0.227738 0.537711 -0.47 4.70 -0.88
N -0.480720 -0.370532 -0.132297 -1.31 -0.26 -0.87
C -1.055123 -1.718034 -0.059992 0.21 0.27 0.07
O -2.192345 -1.962818 -0.441690 -1.15 0.47 -0.53
O -0.233314 -2.523578 0.387746 1.04 -1.82 0.54
S -1.398852 1.032420 0.000270 2.12 1.67 2.94
O -1.549695 1.249161 1.490516 -0.27 -0.28 -1.93
O -0.453335 2.071024 -0.530261 -1.60 -0.50 0.12
O -2.627872 0.925950 -0.704211 -1.02 -0.24 -0.88
H 1.207012 1.500555 -0.722569 1.98 -2.54 0.28
H 2.835527 0.478503 -0.225821 0.13 0.54 0.86
H 1.795277 -0.252127 -1.279366 -0.35 0.15 -0.89
H 1.069317 -1.166320 0.814176 0.94 -2.29 1.17
H 0.517492 0.503893 1.328711 1.07 -0.78 0.36

(2)
11
Properties=species:S:1:pos:R:3:forces:R:3 method="wB97M-V/def2-TZVPD" lumo_ha=0.01846 e_homo_ev=-8.472 homo_lumo_gap_ev=8.97
C -2.698730 0.028155 0.066903 0.12 -0.24 -0.24
N -1.533208 -0.450289 -0.036316 0.23 0.89 0.11
O -0.588684 0.661099 -0.104008 -1.78 -0.71 0.03
C 0.682235 0.291935 -0.032417 0.73 0.02 -0.15
C 1.479601 1.558404 0.034236 0.86 0.50 0.51
S 1.253509 -1.222417 0.012189 0.19 0.16 0.02
H -2.938138 1.083420 0.046530 0.14 0.18 0.11
H -3.504221 -0.694702 0.136234 0.11 -0.03 -0.02
H 1.149675 2.356511 -0.628711 -0.20 -0.33 -0.40
H 1.345240 2.015039 1.023433 0.01 -0.31 0.06
H 2.554586 1.390677 -0.098575 -0.41 -0.14 -0.04

(3)
11
Properties=species:S:1:pos:R:3:forces:R:3 method="wB97M-V/def2-TZVPD" lumo_ha=0.02838 e_homo_ev=-8.859 homo_lumo_gap_ev=9.63
C 2.519558 -0.440278 -0.245086 -0.58 -0.22 0.55
N 1.265408 -0.493919 0.005738 0.79 1.03 -0.40
S 0.413005 0.961835 -0.409731 0.53 -0.92 0.27
C -1.159050 0.731005 0.420856 0.06 -0.98 -1.27
C -1.996107 -0.437523 -0.123151 0.41 2.63 -0.28
O -3.099383 -0.266029 -0.536610 -0.99 -0.32 -0.29
H 3.125422 -1.279817 0.052994 0.01 -0.46 -0.05
H 3.093450 0.397978 -0.646737 -0.42 0.20 -0.12
H -1.128213 0.486655 1.461959 0.56 0.67 0.97
H -1.537966 1.707954 0.139868 -0.98 0.00 0.58
H -1.496125 -1.367858 -0.120096 0.62 -1.62 0.05

(4)
11
Properties=species:S:1:pos:R:3:forces:R:3 method="wB97M-V/def2-TZVPD" lumo_ha=0.03233 e_homo_ev=-8.965 homo_lumo_gap_ev=9.84
C -2.205308 -0.458626 0.172225 -0.85 -0.29 -0.63
C -1.474693 0.409439 -0.528660 0.55 -0.71 0.29
S -0.012287 1.120266 0.194572 0.36 0.08 0.12
C 1.153799 -0.071848 -0.417508 -0.65 -0.42 0.33
N 2.324494 -0.241565 0.023324 -0.27 1.03 0.82
O 2.559230 0.712007 1.077779 1.44 -1.20 -0.84
H -2.991454 -1.067905 -0.324285 0.42 0.74 0.31
H -2.118862 -0.639232 1.251735 0.42 0.20 -0.57
H -1.548474 0.628004 -1.592955 -0.50 -0.33 0.22
H 0.821166 -0.845503 -1.095772 -0.18 0.23 -0.37
H 3.492389 0.454963 1.239546 -0.75 0.67 0.33

(5)
11
Properties=species:S:1:pos:R:3:forces:R:3 method="wB97M-V/def2-TZVPD" lumo_ha=-0.02522 e_homo_ev=-9.207 homo_lumo_gap_ev=8.52
C 0.318216 1.225111 -0.136775 -0.06 2.45 2.31
C 0.932834 -1.185884 0.219581 -1.28 0.41 1.64
C -1.474542 -0.489854 -0.219086 3.91 -2.26 1.06
H 0.604582 1.555190 -1.153828 -0.33 -0.29 0.61
H -0.315884 2.176629 0.485572 1.03 -3.32 -2.10
H 1.181432 1.167811 0.525706 0.54 0.92 -0.60
H 0.369776 -2.089099 1.065044 2.17 2.44 -3.21
H -2.103843 0.271822 -0.214778 -2.37 4.51 -0.16
N -0.095065 -0.161133 0.016728 -0.72 -1.57 -0.53
O -1.949143 -1.568955 -0.310368 0.11 -2.16 -0.20
S 2.531639 -0.901640 -0.277791 -3.00 -1.14 1.19

(6)
11
Properties=species:S:1:pos:R:3:forces:R:3 method="wB97M-V/def2-TZVPD" lumo_ha=-0.03237 e_homo_ev=-9.098 homo_lumo_gap_ev=8.22
C -0.446127 1.405133 -0.008157 0.73 -0.30 0.09
N -0.886926 0.042975 -0.255788 -0.62 -0.58 -0.23
C -0.215821 -1.128503 -0.100161 -0.20 0.11 -0.05
O -0.715530 -2.226094 -0.305128 0.15 0.46 0.05
C 1.230316 -1.113782 0.327936 0.24 -0.13 0.08
S 2.417420 -0.247583 -0.318040 -0.18 0.00 -0.01
H 0.109600 1.811547 -0.859715 -0.12 -0.01 0.14
H -1.318905 2.007830 0.182349 -0.24 0.23 0.08
H 0.208662 1.439391 0.874726 -0.26 0.05 -0.29
H -1.845521 -0.093399 -0.591882 0.68 0.06 0.23
H 1.462828 -1.897516 1.053861 -0.18 0.11 -0.09

Molar mass across the listed records, respectively: 167.1, 103.1, 103.1, 103.1, 103.1, 103.1 g mol⁻¹.
ΔE to the lowest compared entry with this formula, charge and spin across the listed records, respectively: 0.00, 270.59, 215.72, 311.08, 327.13, 103.48 kJ/mol.
Maximum force across the listed records, respectively: 4.8, 1.9, 2.7, 2.1, 5.1, 0.9 eV Å⁻¹.